1.
The following is a DFT calculation (ωB97M-V with the def2-TZVPD basis set) of 6 unconnected molecules or ions with the total composition C9H18FN4O13 at a distorted geometry.

Computed properties:
expectation value of S²	0.757
HOMO (alpha / beta)	-11.0 / -11.0	eV
LUMO level (alpha / beta)	-0.41 / -3.83	eV
DFT total energy	-1650.25065	hartree
multiplicity	2
orbital gap (alpha / beta)	10.64 / 7.22	eV
largest force on an atom	6.4	eV/A

Last column: Mulliken spin population.
Positions of all 45 atoms, in Å:
C: -0.91572 0.07195 -0.39447  -0.002
C: -1.36610 -0.71022 -1.60309  -0.051
O: -2.18439 -1.59233 -1.54890  0.305
O: -0.86130 -0.40524 -2.70428  0.729
H: -0.89584 -0.53617 0.50992  0.010
H: -1.58018 0.88284 -0.09607  -0.004
H: 0.09747 0.39185 -0.63781  0.012
C: 4.80585 -0.28024 -1.56672  0.000
C: 3.26441 -0.06374 -1.75244  0.001
O: 3.16731 1.22277 -2.18560  -0.001
C: 4.32542 1.84142 -1.97136  0.000
O: 4.60019 2.98569 -2.32818  0.000
O: 5.16563 1.05550 -1.45993  0.000
F: 2.73430 -0.17251 -0.49632  0.000
H: 5.24723 -0.58986 -2.51405  0.000
H: 5.15451 -1.03313 -0.85981  0.000
H: 2.79015 -0.75006 -2.45396  0.000
C: -1.30031 3.41962 -1.98406  0.000
N: 0.07480 3.19137 -2.50354  0.000
O: 0.95955 3.35196 -1.65459  0.000
O: 0.26570 2.83979 -3.67819  0.001
H: -1.37974 3.09709 -0.94590  0.000
H: -1.82128 2.66639 -2.57510  0.000
H: -1.63291 4.44959 -2.11309  0.000
C: 0.60725 2.97005 1.79902  0.000
N: -0.75125 2.39195 2.13813  0.000
O: -0.78984 1.31106 2.63258  0.000
O: -1.72812 3.06511 1.94301  0.000
H: 0.48312 3.34652 0.78366  0.000
H: 1.22766 2.07388 1.79044  0.000
H: 0.89102 3.53538 2.68670  0.000
C: -0.15710 -2.65931 2.01540  0.000
N: 0.22425 -4.08800 1.98721  0.000
O: 1.04351 -4.49347 2.79315  0.000
O: -0.19742 -4.80442 1.09747  0.000
H: 0.57896 -2.05399 1.48632  0.000
H: -0.17100 -2.33129 3.05478  0.000
H: -1.15613 -2.59698 1.58396  -0.001
C: -4.03689 -2.32609 1.64671  0.003
N: -4.25283 -3.83485 1.63607  0.000
O: -4.96627 -4.34534 2.45522  0.000
O: -3.62428 -4.44192 0.82443  0.000
H: -3.01751 -2.14469 1.30604  -0.001
H: -4.07488 -2.10926 2.71426  0.000
H: -4.84698 -1.79869 1.14299  0.000

***

2.
The following is a DFT calculation (ωB97M-V with the def2-TZVPD basis set) of a molecular structure, C30H47AsN4O3SW at a distorted geometry.

Computed properties:
HOMO (alpha / beta)	-18.4 / -18.4	eV
LUMO level (alpha / beta)	-14.33 / -14.33	eV
DFT total energy	-4315.56600	hartree
charge	+4
orbital gap (alpha / beta)	4.09 / 4.09	eV
largest force on an atom	2.3	eV/A
relative energy (zero: lowest compared OMol25 entry of this formula, charge and spin)	0.0	kcal per mole

Last column: Löwdin charge in e.
Positions of all 87 atoms, in Å:
W: -14.15061 13.31231 -8.35214  1.432
C: -11.63383 8.57103 -5.89115  0.001
O: -12.31724 9.75436 -6.34219  -0.045
C: -13.31594 10.16001 -5.57053  -0.200
C: -13.72939 9.61140 -4.34445  0.101
C: -14.82307 10.13874 -3.68414  0.040
C: -15.56317 11.19645 -4.21543  0.068
C: -15.17576 11.77754 -5.42799  -0.136
C: -15.78155 12.95322 -5.84645  0.058
N: -15.49493 13.74763 -6.88666  -0.159
N: -16.35263 14.83480 -7.01271  0.127
C: -16.07426 15.44995 -8.17181  -0.297
O: -15.09168 14.85414 -8.89092  -0.252
C: -16.75834 16.59015 -8.75016  -0.161
C: -16.48876 16.94563 -10.07741  -0.002
C: -17.27205 17.95740 -10.58169  -0.035
C: -18.20025 18.65213 -9.80800  0.034
C: -18.48565 18.19483 -8.48713  -0.009
C: -17.77057 17.17712 -7.92959  0.017
C: -14.07661 11.19677 -6.09606  -0.156
O: -13.79985 11.90417 -7.23506  -0.259
H: -10.88001 8.31934 -6.66454  0.122
H: -12.41508 7.77276 -5.81747  0.128
H: -11.13815 8.74956 -4.96492  0.101
H: -13.23192 8.73708 -3.96325  0.140
H: -15.23913 9.76508 -2.78574  0.135
H: -16.38003 11.60063 -3.65300  0.144
H: -16.71768 13.32526 -5.44636  0.169
H: -15.70556 16.41258 -10.60219  0.115
H: -17.02214 18.30069 -11.57000  0.123
H: -18.65099 19.53314 -10.22551  0.131
H: -19.23060 18.79568 -8.00158  0.126
H: -17.93200 16.79945 -6.92436  0.127
C: -18.71604 9.58273 -11.41435  -0.079
C: -18.71371 9.67858 -9.86879  -0.238
C: -17.38743 9.38960 -9.10959  -0.168
C: -16.34097 10.45272 -9.41398  -0.186
N: -15.21643 9.82916 -10.12724  0.088
C: -14.35922 10.55668 -10.75009  -0.577
S: -14.10804 12.37595 -10.45210  0.772
N: -13.58860 10.14090 -11.70035  0.052
C: -13.72226 8.82018 -12.40889  -0.101
C: -13.23462 7.59513 -11.56020  -0.200
C: -13.39887 6.29442 -12.34059  -0.292
C: -12.66525 5.10729 -11.73568  -0.093
H: -19.68958 9.88113 -11.74967  0.074
H: -18.64045 8.57565 -11.83646  0.085
H: -18.02276 10.32614 -11.87654  0.073
H: -19.38699 8.94707 -9.43449  0.116
H: -19.17230 10.59114 -9.57640  0.099
H: -17.08445 8.34167 -9.40956  0.141
H: -17.61045 9.29018 -8.05320  0.112
H: -15.92880 10.93969 -8.46924  0.098
H: -16.77953 11.24665 -10.06347  0.125
H: -15.23815 8.84457 -10.39546  0.150
H: -12.91050 10.73562 -12.16158  0.151
H: -13.09802 8.88082 -13.33355  0.156
H: -14.77266 8.65773 -12.67078  0.140
H: -13.80700 7.49675 -10.63554  0.094
H: -12.14915 7.70889 -11.27474  0.138
H: -13.15163 6.48825 -13.40757  0.127
H: -14.42080 6.06022 -12.55306  0.105
H: -11.57215 5.30306 -11.79673  0.086
H: -12.95849 4.11693 -12.15486  0.099
H: -12.89495 5.05108 -10.60028  0.102
C: -11.75443 14.99974 -11.26120  -0.109
C: -11.71539 15.72616 -9.90036  -0.330
As: -11.78932 14.56443 -8.32205  1.245
C: -11.62381 15.63483 -6.69808  -0.361
C: -10.23810 16.32692 -6.63600  -0.107
C: -10.60373 12.87601 -8.13911  -0.313
C: -9.63253 12.56409 -9.28114  -0.126
H: -11.62657 15.64347 -12.09616  0.094
H: -12.68904 14.40415 -11.31540  0.010
H: -10.90967 14.37557 -11.28422  0.048
H: -12.40867 16.52344 -9.73214  0.080
H: -10.71889 16.09019 -9.76233  0.077
H: -11.70938 14.89683 -5.88177  0.087
H: -12.44025 16.33067 -6.68752  0.073
H: -9.44717 15.60719 -6.60317  0.070
H: -10.19412 16.98012 -5.74681  0.114
H: -10.04642 17.05675 -7.40153  0.077
H: -11.32939 12.08392 -7.85877  0.042
H: -10.06269 13.23434 -7.26179  0.070
H: -10.11272 12.33514 -10.23158  0.058
H: -9.00671 11.68277 -8.97894  0.114
H: -8.97134 13.45053 -9.52693  0.110

***

3.
The following is a DFT calculation (ωB97M-V with the def2-TZVPD basis set) of a molecular structure, C8H10BF2MnN4S at a distorted geometry.

Computed properties:
expectation value of S²	6.303
HOMO (alpha / beta)	-16.7 / -16.7	eV
LUMO level (alpha / beta)	-8.65 / -7.92	eV
DFT total energy	-2303.16691	hartree
multiplicity	5
charge	+2
orbital gap (alpha / beta)	8.06 / 8.76	eV
largest force on an atom	1.9	eV/A
relative energy (zero: lowest compared OMol25 entry of this formula, charge and spin)	7.1	kcal per mole

Last column: Mulliken spin population.
Positions of all 27 atoms, in Å:
Mn: -0.06749 -0.83482 0.18408  4.424
C: -0.43020 3.57160 1.32820  0.000
C: -0.04770 2.16377 0.99212  -0.011
N: -0.58011 1.40414 0.12361  0.029
N: -1.62493 1.80458 -0.65391  -0.023
C: -2.16625 0.89532 -1.48004  -0.003
N: -3.12938 1.28260 -2.28534  0.002
S: -1.66288 -0.75446 -1.53708  -0.024
C: 1.06819 1.49147 1.72969  0.042
C: 1.92055 2.18216 2.55180  -0.005
C: 2.95408 1.50033 3.19257  0.006
C: 3.09884 0.14389 2.99046  0.003
C: 2.20068 -0.49146 2.15224  -0.006
N: 1.20577 0.16418 1.52960  -0.002
H: -1.31892 3.92202 0.80975  0.000
H: 0.38599 4.25608 1.08806  0.000
H: -0.62332 3.65164 2.39967  0.000
H: -1.95621 2.75859 -0.63479  0.002
H: -3.44781 2.23939 -2.34560  0.000
H: -3.57247 0.60690 -2.89143  0.001
H: 1.79911 3.24670 2.69709  -0.001
H: 3.63392 2.03541 3.84326  0.000
H: 3.88471 -0.42266 3.47025  0.000
H: 2.27698 -1.55703 1.98072  -0.007
F: -0.81966 -2.60387 1.32357  -0.002
B: -1.47989 -1.42536 1.51631  -0.404
F: -2.48851 -1.29197 2.28070  -0.022

***

4.
The following is a DFT calculation (ωB97M-V with the def2-TZVPD basis set) of a molecular structure, C21H35AsBMnO10P2.

Computed properties:
expectation value of S²	0.771
HOMO (alpha / beta)	-4.3 / -3.8	eV
LUMO level (alpha / beta)	2.49 / 2.49	eV
DFT total energy	-5668.33013	hartree
multiplicity	2
charge	-1
orbital gap (alpha / beta)	6.74 / 6.29	eV
largest force on an atom	0.8	eV/A
relative energy (zero: lowest compared OMol25 entry of this formula, charge and spin)	0.0	kcal per mole

Last column: Mulliken spin population.
Positions of all 71 atoms, in Å:
Mn: -0.50081 0.59481 0.98221  1.183
C: -2.02055 1.95421 1.87044  0.041
C: -0.75834 2.58004 1.96518  -0.031
C: 0.12969 1.73063 2.68421  -0.012
C: -0.61704 0.56410 3.07206  0.019
C: -1.93413 0.70187 2.55830  -0.059
C: -3.05765 -0.28367 2.69306  0.005
C: -0.11401 -0.52628 3.97414  0.003
C: 1.51625 2.09224 3.13446  -0.004
C: -0.37361 3.90483 1.37681  0.003
C: -3.26733 2.48098 1.22133  -0.009
H: -3.79225 0.05341 3.43219  -0.001
H: -2.68163 -1.25593 3.01387  -0.003
H: -3.56946 -0.42230 1.73938  0.001
H: -0.36740 -0.33049 5.02241  0.000
H: 0.97212 -0.60754 3.90073  0.000
H: -0.53930 -1.49274 3.69919  0.001
H: 1.53583 2.33589 4.20348  0.000
H: 1.87357 2.97445 2.59707  0.001
H: 2.22144 1.27795 2.95507  0.000
H: -0.22469 4.65353 2.16108  -0.001
H: -1.14302 4.27458 0.69951  0.000
H: 0.55187 3.82069 0.80597  -0.003
H: -3.79355 1.69856 0.66906  0.000
H: -3.04975 3.28590 0.51842  0.000
H: -3.96021 2.87347 1.97338  0.004
C: -2.58740 -0.47370 -4.17953  0.000
C: -2.47643 -1.24513 -2.86063  0.001
O: -3.52642 -2.22228 -2.77259  0.000
P: -0.95797 -2.23220 -2.82952  -0.001
O: -0.94772 -3.07682 -1.49667  0.000
O: -1.24626 -3.37126 -3.91941  0.000
O: 0.27184 -1.47801 -3.14293  0.000
P: -2.68307 -0.10272 -1.40244  0.002
O: -2.11955 1.30165 -1.94545  0.002
O: -4.16513 -0.08116 -1.22444  0.000
O: -1.80722 -0.53553 -0.24779  -0.015
H: -2.64396 -1.17814 -5.01215  0.000
H: -1.73590 0.18549 -4.32334  0.000
H: -3.49853 0.12627 -4.16001  0.000
H: -4.19878 -1.78275 -2.21879  0.000
H: -0.81660 -2.54859 -0.68479  0.001
H: -2.11437 -3.74656 -3.75173  0.000
H: -1.24809 1.48306 -1.50692  0.005
C: 2.56208 3.01580 -1.54043  -0.001
As: 1.39649 1.50905 -1.82701  -0.005
C: 0.80188 1.61370 -3.64891  0.000
C: 2.49236 -0.04475 -1.61414  -0.007
O: 0.11673 1.69871 -0.79102  0.009
H: 3.43780 2.97134 -2.18571  0.000
H: 2.86597 2.99497 -0.49434  0.000
H: 1.99558 3.92441 -1.73720  0.000
H: 1.58025 2.05733 -4.26906  0.000
H: -0.09670 2.22726 -3.67130  0.000
H: 0.57470 0.59666 -3.96304  0.000
H: 3.21485 -0.05202 -2.43194  0.000
H: 1.84611 -0.91734 -1.69966  0.003
H: 2.99356 -0.00179 -0.65135  0.002
O: 0.84488 -2.16946 0.64842  -0.069
B: 1.02059 -0.77287 1.00132  -0.045
O: 2.40246 -0.71193 1.46895  -0.014
C: 2.94552 -1.95268 1.38629  -0.003
C: 4.21755 -2.36892 1.71185  0.002
C: 4.52567 -3.72060 1.51362  0.000
C: 3.58088 -4.60225 1.00410  0.000
C: 2.29119 -4.17006 0.67508  0.000
C: 1.99931 -2.84089 0.87829  -0.006
H: 4.94564 -1.67137 2.10759  0.000
H: 5.51620 -4.08272 1.75946  0.000
H: 3.84741 -5.64135 0.85623  0.000
H: 1.54654 -4.84302 0.27004  0.000